[1]
DFT (wB97M-V/def2-TZVPD) results for a single C4H8N2O molecule.

Bonds (Å) are listed after each position.
Positions of all 15 atoms, in Å:
1 C 1.437 -0.094 1.381  N2 1.465, H8 1.093, H9 1.095, H10 1.099
2 N 0.095 0.151 0.849  C1 1.465, C3 1.462, H11 1.016
3 C -0.208 -0.428 -0.459  N2 1.462, C4 1.533, C6 1.482, H12 1.098
4 C -1.450 0.297 -0.993  C3 1.533, O5 1.402, H13 1.093, H14 1.105
5 O -2.537 0.065 -0.138  C4 1.402, H15 0.970
6 C 0.950 -0.344 -1.379  C3 1.482, N7 1.156
7 N 1.946 -0.291 -1.966  C6 1.156
8 H 1.677 0.712 2.080  C1 1.093
9 H 1.496 -1.048 1.915  C1 1.095
10 H 2.209 -0.089 0.600  C1 1.099
11 H -0.033 1.155 0.765  N2 1.016
12 H -0.466 -1.490 -0.355  C3 1.098
13 H -1.722 -0.058 -1.990  C4 1.093
14 H -1.209 1.372 -1.076  C4 1.105
15 H -2.186 0.088 0.766  O5 0.970

## Properties
energy	-341.93420	Ha
SMILES	CN[C@H](C#N)CO
relative energy (zero: lowest compared OMol25 entry of this formula, charge and spin)	43.6	kcal/mol
highest occupied orbital energy	-10.16	eV
total charge	0

---

[2]
DFT (wB97M-V/def2-TZVPD) results for 2 unconnected molecules or ions with the total composition C4H8N2O.

Bonds (Å) are listed after each position.
Positions of all 15 atoms, in Å:
1 C 1.110 -0.644 -2.084  C3 1.295, O7 1.174
2 C -0.831 1.462 1.472  N5 1.441, N6 1.445, H8 1.075, H9 1.068
3 C 2.033 -0.670 -1.177  C1 1.295, H10 1.194, H11 0.996
4 C -1.104 -0.818 0.614  N6 1.486, H13 1.074, H14 1.139, H15 1.176
5 N 0.065 1.318 0.352  C2 1.441, N6 1.466, H12 0.980
6 N -0.202 0.182 1.239  C2 1.445, C4 1.486, N5 1.466
7 O 0.225 -0.531 -2.847  C1 1.174
8 H -0.445 1.948 2.348  C2 1.075
9 H -1.862 1.495 1.196  C2 1.068
10 H 2.983 -1.182 -1.688  C3 1.194
11 H 2.093 -0.342 -0.239  C3 0.996
12 H -0.378 1.218 -0.516  N5 0.980
13 H -1.390 -1.530 1.366  C4 1.074
14 H -1.876 -0.328 -0.065  C4 1.139
15 H -0.421 -1.577 0.029  C4 1.176

## Properties
energy	-341.81110	Ha
SMILES	CN1CN1.C=C=O
relative energy (zero: lowest compared OMol25 entry of this formula, charge and spin)	120.8	kcal/mol
highest occupied orbital energy	-9.17	eV
total charge	0